(1)
82
Properties=species:S:1:pos:R:3:forces:R:3 method="wB97M-V/def2-TZVPD" multiplicity=2 e_tot_ha=-8749.4651 homo_lumo_gap_ev="7.03 / 6.02" homo_ev="-6.756 / -7.412"
Sn -0.400 1.167 1.087 0.034 -0.100 -0.041
C -4.702 1.971 0.684 0.014 0.002 0.057
C -3.626 1.152 0.361 -0.005 -0.174 -0.086
N -2.765 1.082 1.373 0.100 0.322 -0.027
N -3.252 1.882 2.350 0.055 -0.157 0.177
C -4.413 2.416 1.960 -0.093 0.037 0.006
B -2.479 2.114 3.672 -0.065 0.041 -0.043
N -1.813 0.808 4.114 0.043 0.055 0.011
C -1.974 0.109 5.249 -0.032 -0.018 -0.006
C -1.085 -0.944 5.241 0.004 -0.012 -0.022
C -0.396 -0.803 4.032 0.050 -0.068 0.017
N -0.840 0.254 3.367 0.043 0.017 -0.113
N -1.365 3.165 3.408 -0.003 -0.207 -0.098
C -1.151 4.337 4.009 -0.075 0.000 0.096
C -0.012 4.911 3.482 0.056 0.027 -0.013
C 0.428 3.999 2.530 0.028 -0.063 -0.048
N -0.396 2.950 2.490 -0.043 0.055 -0.028
H -5.561 2.205 0.083 -0.041 0.005 -0.023
H -3.427 0.612 -0.551 0.037 0.021 -0.041
H -4.959 3.068 2.620 -0.036 0.016 0.033
H -3.219 2.513 4.527 0.011 0.071 -0.051
H -2.705 0.414 5.977 -0.034 0.014 0.041
H -0.952 -1.698 5.995 0.009 -0.024 0.030
H 0.395 -1.408 3.618 0.021 -0.021 0.001
H -1.823 4.680 4.776 -0.031 0.017 0.039
H 0.437 5.851 3.746 0.019 0.036 0.015
H 1.281 4.034 1.878 0.066 0.008 -0.086
S 4.988 1.259 -3.294 -0.035 0.042 0.033
C 3.746 0.738 -2.356 -0.071 -0.069 -0.089
S 2.183 0.344 -2.977 -0.028 0.004 -0.023
C 1.467 -0.194 -1.482 0.109 0.048 0.077
C 2.230 -0.098 -0.369 0.104 -0.007 -0.286
S 1.765 -0.474 1.248 -0.076 0.212 0.260
S 3.846 0.510 -0.652 0.070 -0.014 0.185
S -0.205 -0.688 -1.550 -0.170 0.046 -0.106
C -1.492 -2.632 0.772 -0.051 -0.072 0.160
Ge -0.262 -2.823 -0.709 -0.168 0.237 -0.071
C -1.051 -3.813 -2.171 -0.127 -0.159 -0.109
C -0.436 -4.965 -2.656 -0.019 -0.018 -0.026
C -1.006 -5.687 -3.697 0.006 0.010 0.017
C -2.200 -5.264 -4.260 -0.023 -0.002 -0.006
C -2.825 -4.119 -3.784 0.011 -0.002 -0.009
C -2.252 -3.400 -2.748 0.024 -0.004 -0.016
C 1.451 -3.524 -0.198 0.346 -0.013 -0.078
C 1.589 -3.990 1.084 0.106 -0.030 -0.028
C 2.843 -4.420 1.571 -0.112 -0.021 0.043
C 3.942 -4.353 0.770 0.072 -0.010 -0.056
C 3.846 -3.887 -0.564 0.080 -0.003 0.049
C 4.991 -3.795 -1.396 -0.054 -0.028 0.044
C 4.888 -3.337 -2.674 -0.024 0.028 -0.091
C 3.627 -2.967 -3.194 0.061 -0.047 0.041
C 2.510 -3.050 -2.416 -0.010 -0.041 0.076
C 2.586 -3.491 -1.068 -0.096 0.025 0.026
H -1.743 -3.604 1.196 -0.026 -0.019 0.016
H -2.413 -2.163 0.425 -0.020 0.007 -0.009
H -1.052 -2.004 1.547 -0.021 -0.009 -0.013
H 0.499 -5.303 -2.225 0.019 -0.003 0.016
H -0.516 -6.577 -4.069 0.013 -0.020 0.000
H -2.645 -5.825 -5.071 -0.007 -0.012 -0.022
H -3.754 -3.786 -4.226 -0.024 0.008 -0.007
H -2.747 -2.500 -2.398 0.002 0.015 0.025
H 0.739 -4.005 1.756 -0.027 0.023 0.011
H 2.928 -4.781 2.587 -0.010 -0.006 0.012
H 4.912 -4.657 1.144 0.017 0.003 0.005
H 5.952 -4.092 -0.994 0.018 0.001 0.029
H 5.768 -3.255 -3.297 0.009 0.005 -0.014
H 3.549 -2.611 -4.212 0.006 0.018 -0.017
H 1.550 -2.771 -2.834 -0.028 0.026 0.007
Br 2.617 4.136 -2.289 0.081 0.005 -0.015
C 1.033 5.114 -1.971 0.133 0.028 -0.133
C 0.974 6.390 -2.514 -0.038 0.059 -0.019
C -0.173 7.156 -2.378 0.033 -0.041 0.013
C -1.277 6.642 -1.714 0.028 -0.049 -0.007
C -1.216 5.365 -1.187 -0.015 0.047 0.011
C -0.061 4.589 -1.294 -0.141 0.017 0.050
C -0.082 3.268 -0.601 0.322 -0.038 -0.121
O 0.972 2.744 -0.170 0.021 -0.043 0.254
O -1.205 2.726 -0.389 -0.364 -0.077 0.123
H 1.831 6.774 -3.047 0.013 0.008 -0.011
H -0.202 8.151 -2.802 0.003 0.018 -0.008
H -2.179 7.228 -1.612 -0.027 0.021 0.005
H -2.061 4.936 -0.668 -0.031 -0.003 0.009



(2)
63
Properties=species:S:1:pos:R:3:forces:R:3 method="wB97M-V/def2-TZVPD" e_above_lowest_kcal_mol=1.6 charge=+1 e_tot_ha=-11908.4364 homo_lumo_gap_ev=5.85 homo_ev=-9.136
Tl 0.266 0.421 0.344 0.070 0.171 0.111
Br 1.455 2.043 -7.132 -0.028 -0.050 0.095
C 1.071 1.028 -5.582 0.041 0.043 -0.027
C 0.246 -0.082 -5.679 -0.004 0.001 -0.080
C -0.055 -0.810 -4.544 -0.035 -0.053 0.214
C 0.474 -0.449 -3.301 0.064 0.148 -0.651
C 1.318 0.659 -3.237 -0.096 -0.226 0.207
C 1.614 1.402 -4.363 0.015 0.073 -0.150
N 0.163 -1.096 -2.091 -0.042 -0.207 0.362
C -0.436 -2.213 -2.057 0.116 0.145 -0.240
C -0.831 -2.859 -0.796 -0.101 -0.280 0.368
C -1.627 -4.001 -0.837 0.072 0.079 -0.088
C -2.007 -4.604 0.350 0.014 0.014 0.104
C -1.564 -4.062 1.545 -0.072 -0.020 -0.040
C -0.760 -2.931 1.494 0.022 0.082 0.005
N -0.409 -2.334 0.363 0.093 -0.112 -0.181
H -0.165 -0.372 -6.636 -0.013 0.027 0.004
H -0.727 -1.653 -4.634 -0.010 0.043 -0.047
H 1.752 0.930 -2.284 0.008 0.090 0.090
H 2.252 2.272 -4.295 0.020 -0.034 0.010
H -0.702 -2.773 -2.958 -0.012 0.033 0.009
H -1.942 -4.409 -1.789 -0.002 0.025 -0.008
H -2.635 -5.485 0.346 0.001 -0.002 -0.025
H -1.841 -4.499 2.494 0.052 -0.009 0.010
H -0.371 -2.477 2.401 -0.079 -0.012 0.018
N 2.841 -1.111 0.633 -0.235 0.002 0.147
N 4.012 -0.688 0.018 0.227 0.051 -0.053
C 4.216 0.623 -0.255 -0.064 0.089 -0.128
N 5.431 0.922 -0.743 0.082 -0.112 0.014
S 3.086 1.831 -0.024 -0.102 0.100 0.031
H 2.929 -1.120 1.644 0.047 -0.010 -0.006
H 2.580 -2.025 0.292 -0.034 0.000 -0.073
H 4.826 -1.284 0.079 0.016 -0.054 0.038
H 6.144 0.235 -0.925 -0.044 -0.014 -0.011
H 5.604 1.877 -0.997 0.034 0.036 0.019
Se 0.117 3.802 1.845 0.221 0.163 0.035
Se -0.436 6.097 2.206 -0.210 -0.146 0.072
Te 0.774 5.972 4.459 0.142 -0.160 -0.218
Se 0.544 3.428 4.145 -0.157 -0.014 0.121
N -1.034 3.278 -1.813 0.068 0.039 -0.121
C -1.492 3.640 -3.028 -0.053 -0.032 -0.107
C -2.142 2.545 -3.543 -0.001 -0.003 -0.022
C -2.017 1.561 -2.547 -0.038 0.083 -0.060
N -1.338 2.012 -1.503 -0.126 -0.038 0.051
H -0.505 3.834 -1.166 0.040 0.019 0.015
H -1.337 4.626 -3.434 0.039 0.006 0.062
H -2.637 2.465 -4.495 0.001 0.022 0.007
H -2.403 0.555 -2.553 0.049 -0.028 0.041
C -2.483 0.615 2.966 0.129 -0.014 -0.058
N -1.798 -0.114 4.027 -0.198 0.092 -0.125
C -2.638 -0.845 4.968 0.130 -0.061 0.096
C -0.454 -0.138 4.063 0.220 0.185 -0.110
C 0.210 -0.858 5.210 -0.001 0.071 0.029
O 0.245 0.410 3.197 -0.206 -0.180 0.210
H -3.354 1.125 3.376 -0.011 -0.032 0.022
H -2.804 -0.061 2.168 -0.037 0.012 0.021
H -1.813 1.358 2.545 0.028 0.049 0.003
H -3.674 -0.732 4.664 -0.011 -0.019 -0.026
H -2.542 -0.459 5.984 -0.029 0.021 -0.019
H -2.398 -1.909 4.975 -0.030 0.006 0.011
H -0.414 -0.922 6.097 0.065 -0.049 0.023
H 1.127 -0.322 5.444 -0.003 -0.022 -0.015
H 0.486 -1.868 4.899 -0.043 -0.026 0.013



Quick rundown of max |F|, same order as above: 0.0076, 0.0130 hartree/bohr